(i)
Computed, not measured: one molecule with the formula C5H7FO, with ωB97M-V/def2-TZVPD.

The geometry in XYZ format:
```
14
Properties=species:S:1:pos:R:3
C -2.41972 -0.64060 0.05169
O -2.02755 0.72522 -0.06127
C -0.75030 1.01281 -0.02937
C 0.29533 0.11861 0.04099
C 1.68438 0.57730 0.06203
C 2.68928 -0.30498 -0.01758
F 3.93146 0.13857 -0.01697
H -2.36651 -0.97799 1.07915
H -3.44008 -0.79518 -0.31532
H -1.73498 -1.25919 -0.59744
H -0.47225 2.08015 -0.06288
H 0.14140 -0.93497 -0.28079
H 1.86687 1.65396 0.19666
H 2.60269 -1.39372 -0.04890
```

LUMO level = 0.0343 Eh
gap between HOMO and LUMO = 8.76 eV
net charge = 0


(ii)
Computed, not measured: one molecule with the formula C5H7FO, with ωB97M-V/def2-TZVPD.

The geometry in XYZ format:
```
14
Properties=species:S:1:pos:R:3
F -2.98677 -0.31322 -0.10487
C -1.92708 0.52944 -0.02580
C -0.65888 0.18134 -0.07064
C 0.04401 -1.14845 -0.20876
C 1.49012 -0.71253 0.16933
O 1.63178 0.53012 -0.39629
C 0.44491 1.22224 0.01053
H -2.26404 1.56728 0.06964
H -0.02706 -1.40145 -1.26174
H -0.31298 -1.92614 0.45342
H 1.48437 -0.64220 1.29659
H 2.20888 -1.41960 -0.25641
H 0.59176 1.49265 1.03944
H 0.28097 2.04053 -0.71444
```

LUMO level = 0.0356 Eh
gap between HOMO and LUMO = 10.43 eV
net charge = 0


(iii)
Computed, not measured: one molecule with the formula C5H7FO, with ωB97M-V/def2-TZVPD.

The geometry in XYZ format:
```
14
Properties=species:S:1:pos:R:3
C 1.59317 0.51531 -0.26292
C 0.77900 -0.16053 -0.99695
C 0.21764 -1.39618 -0.53105
F 0.61418 -1.91192 0.65831
C -1.45314 -1.05662 -0.33538
C -1.83682 -0.37771 0.85661
O -1.62163 0.22594 -0.38541
H 2.10502 1.28601 -0.73810
H 1.77949 0.26533 0.76116
H 0.54225 0.15155 -2.03029
H 0.32452 -2.26818 -1.26186
H -2.09269 -1.66670 -1.03244
H -2.79565 -0.46364 1.38003
H -0.98156 -0.32716 1.61047
```

LUMO level = 0.0415 Eh
gap between HOMO and LUMO = 10.66 eV
net charge = 0


(iv)
Computed, not measured: one molecule with the formula C5H7FO, with ωB97M-V/def2-TZVPD.

The geometry in XYZ format:
```
14
Properties=species:S:1:pos:R:3
C -2.36614 -0.28829 -0.41568
C -1.32589 0.06015 0.22452
F -1.28715 1.24202 0.93698
C -0.08347 -0.79838 0.29136
O 0.69943 -0.43695 1.37096
C 1.32174 -0.47066 0.08629
C 1.64361 0.92297 -0.32487
H -2.17197 -1.22764 -0.78297
H -3.47572 0.13572 -0.09292
H -0.16928 -1.96874 0.49859
H 2.11720 -1.26735 -0.11259
H 0.74233 1.51093 -0.13190
H 2.60009 1.47068 -0.02792
H 1.75521 1.11553 -1.51985
```

LUMO level = 0.0363 Eh
gap between HOMO and LUMO = 10.89 eV
net charge = 0


Quick look at relative energies in hartree: (i) 0.0253; (ii) 0.0000; (iii) 0.0766; (iv) 0.0887.